No. 1
Entry from the Open Molecules 2025 dataset: an isolated molecule of C3H8N2O2 in a non-equilibrium geometry (the ωB97M-V functional and the def2-TZVPD basis).

Cartesian coordinates (Å):
1 N 1.6895 1.1222 0.2309
2 C 0.6839 0.8628 -0.7450
3 O 0.0571 1.7411 -1.2810
4 N 0.4859 -0.5123 -0.9495
5 C -0.8717 -0.9874 -0.6753
6 C -1.3096 -0.5564 0.7592
7 O -0.6340 0.5748 1.2529
8 H 1.8551 2.1108 0.3655
9 H 2.5341 0.5693 0.1980
10 H 1.1421 -1.0631 -0.4105
11 H -0.8604 -2.0826 -0.7617
12 H -1.5514 -0.6167 -1.4469
13 H -1.2067 -1.4033 1.4533
14 H -2.3708 -0.2822 0.7369
15 H 0.3571 0.5230 1.2730

Summary:
Electronic energy (eV): -10315.763
Max |F| (eV Å⁻¹): 1.30
E_LUMO (eV): 0.63
Charge: 0
Gap between HOMO and LUMO (eV): 10.3
ΔE to the lowest compared entry with this formula, charge and spin (kcal/mol): 27.4


No. 2
Entry from the Open Molecules 2025 dataset: an isolated molecule of C3H8N2O2 in a non-equilibrium geometry (the ωB97M-V functional and the def2-TZVPD basis).

Cartesian coordinates (Å):
1 C 0.0627 -0.9727 0.6657
2 C 0.7878 0.2847 0.2314
3 C -0.5451 0.7101 -0.4388
4 N -1.2454 -0.3972 0.2530
5 N 1.9834 0.0775 -0.5118
6 O -2.0535 -1.1800 -0.4601
7 O -1.2045 2.1172 0.1176
8 H 0.3588 -2.0036 0.2999
9 H 0.1419 -0.9515 1.7777
10 H 0.8037 1.0767 1.0867
11 H -0.6789 0.7096 -1.4941
12 H -1.5263 -1.5727 -1.1415
13 H 2.5809 -0.5081 0.0764
14 H 2.5914 0.8460 -0.9376
15 H -2.0570 1.7641 0.4755

Summary:
Electronic energy (eV): -10311.874
Max |F| (eV Å⁻¹): 3.82
E_LUMO (eV): 0.87
Charge: 0
Gap between HOMO and LUMO (eV): 10.1
ΔE to the lowest compared entry with this formula, charge and spin (kcal/mol): 117.1


No. 3
Entry from the Open Molecules 2025 dataset: a cluster of 2 separate species, C3H8N2O2 in total (the ωB97M-V functional and the def2-TZVPD basis).

Cartesian coordinates (Å):
1 C -0.5203 0.3475 0.1414
2 C -1.8056 0.4048 -0.6349
3 N 1.8767 -0.2016 -0.6345
4 C 0.7009 -0.4991 -1.0369
5 N -0.5278 -0.3651 1.3089
6 O 2.0769 0.2232 1.2516
7 O 0.1496 -1.0998 -1.9315
8 H 2.4824 1.0815 1.0762
9 H 2.5989 -0.8756 -0.4317
10 H 0.0122 1.2861 0.2569
11 H 0.3675 -0.3202 1.7968
12 H -1.0224 -1.2457 1.3173
13 H -2.1545 -0.5971 -0.8868
14 H -2.5605 0.9095 -0.0275
15 H -1.6740 0.9515 -1.5655

Summary:
Electronic energy (eV): -10311.677
Max |F| (eV Å⁻¹): 0.88
E_LUMO (spin up / spin down) (eV): -0.44 / -1.51
Charge: 0
Gap between HOMO and LUMO (spin up / spin down) (eV): 7.9 / 6.7
ΔE to the lowest compared entry with this formula, charge and spin (kcal/mol): 121.6